{
  "formula": "C27H43NO2Zr",
  "method": "ωB97M-V/def2-TZVPD",
  "e_lumo_ev": -17.33,
  "total_energy_ev": -35506.8295,
  "homo_lumo_gap_ha": 0.0760,
  "total_charge": 4,
  "species": ["Zr", "O", "O", "N", "C", "C", "C", "C", "C", "C", "C", "C", "C", "C", "C", "C", "C", "C", "C", "C", "C", "C", "C", "C", "C", "C", "C", "C", "C", "C", "C", "H", "H", "H", "H", "H", "H", "H", "H", "H", "H", "H", "H", "H", "H", "H", "H", "H", "H", "H", "H", "H", "H", "H", "H", "H", "H", "H", "H", "H", "H", "H", "H", "H", "H", "H", "H", "H", "H", "H", "H", "H", "H", "H"],
  "positions_angstrom": [[-3.625, -4.495, -3.781], [-2.773, -2.952, -4.515], [1.229, -0.540, -3.926], [-0.732, -1.684, -4.536], [-1.822, 0.764, -0.486], [-3.069, -1.913, 1.562], [4.873, 0.321, 1.522], [-3.205, -0.995, -1.803], [-0.717, 0.513, -1.453], [3.194, 1.646, -1.859], [3.363, 0.651, -0.643], [-2.116, -1.187, -2.754], [-1.439, -5.023, 0.945], [2.582, 0.164, 2.885], [0.109, -0.823, -3.681], [-3.258, -3.170, 0.612], [1.472, 3.656, -1.469], [2.879, -1.316, 3.313], [-1.987, -2.069, -4.003], [4.791, 0.802, 0.046], [-2.915, -4.565, 1.307], [3.851, 1.039, 2.530], [-4.307, 0.085, 0.281], [-0.541, 4.190, 0.193], [-1.714, 1.807, 0.681], [-3.090, -0.038, -0.668], [0.908, 3.540, -0.001], [-1.789, 3.254, -0.007], [3.014, 3.147, -1.402], [-0.849, -0.418, -2.543], [-4.268, -0.889, 1.546], [-0.820, 1.641, 1.333], [-4.148, -1.573, -1.923], [-3.591, -5.345, 0.850], [0.248, 1.053, -1.342], [-0.177, -2.554, -4.592], [3.652, 3.892, -1.940], [-0.665, -4.560, 1.612], [-2.074, 3.107, -1.089], [-2.668, 3.784, 0.474], [3.500, -1.401, 4.244], [5.508, 0.142, -0.549], [1.819, 0.193, 2.064], [5.139, 1.862, -0.055], [-2.506, -3.064, -0.234], [-5.231, -1.444, 1.668], [-4.130, -0.226, 2.450], [-4.426, 1.166, 0.581], [1.003, 2.471, 0.340], [-0.629, 5.001, -0.586], [2.491, 0.724, 0.089], [3.326, -1.926, 2.475], [1.887, -1.804, 3.544], [-5.235, -0.152, -0.316], [4.368, 1.380, 3.464], [2.100, 0.667, 3.792], [3.318, 3.188, -0.313], [-4.302, -3.217, 0.176], [4.835, -0.798, 1.534], [-2.618, 1.688, 1.342], [-0.595, 4.708, 1.192], [-3.022, -2.321, 2.615], [4.193, 1.605, -2.409], [-3.076, -4.524, 2.418], [3.493, 1.974, 1.998], [1.612, 4.132, 0.654], [-2.061, -1.426, 1.402], [3.308, -0.406, -1.052], [1.512, 4.720, -1.819], [5.916, 0.601, 1.889], [2.349, 1.337, -2.533], [-1.159, -4.750, -0.116], [0.866, 3.088, -2.232], [-1.354, -6.140, 1.008]],
  "forces_ev_per_a": [[-1.26, -2.05, 0.54], [1.69, 2.01, 0.08], [-0.33, -0.35, 0.10], [-0.77, -3.42, 0.61], [-0.39, -1.49, -0.80], [-0.43, -0.59, 0.57], [0.91, -0.48, -1.89], [1.62, 0.77, -0.09], [-1.08, -0.90, -0.63], [-0.39, -0.37, 1.55], [0.08, -0.53, -2.03], [-0.54, 1.01, 1.38], [-0.12, -0.11, 0.23], [0.85, -1.10, -0.33], [-2.06, 1.21, 1.41], [0.57, -0.14, 0.13], [-0.69, 0.07, -0.33], [-1.01, 0.12, 0.33], [2.69, 4.14, 1.94], [-0.22, 0.55, 1.57], [0.42, -0.04, -1.18], [-0.98, 1.24, 0.87], [-0.26, 0.17, -0.90], [-1.43, -0.12, -1.58], [-0.98, -0.68, -0.74], [0.78, -0.35, -1.06], [1.74, 0.25, 0.27], [0.58, 0.17, 0.28], [0.78, 0.06, 1.23], [-1.58, 0.00, 0.98], [1.19, 0.38, 0.65], [-0.54, 0.22, -0.75], [0.69, 0.70, 0.19], [0.48, 0.77, 0.77], [-0.88, -0.42, -0.06], [0.02, 0.32, -1.72], [-0.66, -0.59, 0.29], [-0.71, -0.45, -0.56], [0.38, 0.46, 0.96], [0.76, -0.48, -0.48], [-0.40, 0.21, -1.02], [-0.81, 0.49, 0.28], [0.65, -0.11, 0.61], [-0.12, -0.91, 0.20], [-0.94, -0.13, 0.57], [0.76, 0.60, -0.23], [-0.34, -0.73, -0.89], [0.12, -1.21, -0.17], [-0.56, 0.81, 0.03], [0.10, -0.70, 0.91], [1.04, 0.09, -0.09], [-0.34, 0.63, 0.74], [1.03, 0.35, -0.21], [1.00, 0.23, 0.47], [-0.38, -0.54, -0.91], [0.63, -0.11, -0.71], [0.00, 0.09, -1.19], [0.96, 0.24, 0.56], [-0.40, 0.98, 0.29], [1.11, -0.01, -0.65], [0.43, -0.77, -0.59], [-0.09, 0.49, -1.05], [-1.08, 0.43, -0.10], [0.08, -0.13, -1.15], [0.64, -0.82, 0.50], [-0.71, -0.67, -0.68], [-1.11, -0.35, 0.01], [-0.39, 1.05, 0.34], [0.08, -0.87, 0.21], [-1.08, 0.08, -0.03], [1.12, -0.11, 0.26], [-0.41, -0.17, 0.92], [0.45, 0.55, 0.83], [0.04, 1.05, 0.16]],
  "mulliken_charge": [1.517, -0.704, -0.380, -0.165, 0.649, -0.561, -0.684, -0.166, 0.310, -0.364, 0.392, -0.269, -0.933, 0.275, 0.180, 0.145, -0.609, -1.227, 0.429, -0.781, -0.593, -0.366, -1.603, -0.928, -0.667, 0.525, 0.376, -0.815, -0.597, -0.271, -0.744, 0.394, 0.437, 0.269, 0.315, 0.331, 0.423, 0.215, 0.463, 0.408, 0.340, 0.403, -0.264, 0.435, -0.290, 0.388, 0.308, 0.423, -0.568, 0.369, -0.556, 0.326, 0.397, 0.484, 0.502, 0.403, 0.266, 0.397, 0.410, 0.348, 0.416, 0.667, 0.456, 0.359, 0.116, 0.531, 0.001, 0.457, 0.463, 0.325, 0.121, 0.198, 0.376, 0.369]
}